1.
Density functional theory data (wB97M-V/def2-TZVPD) for a structure of composition C31H52GaN2O3P2.

Properties
ΔE to the lowest compared entry with this formula, charge and spin   47.84 kJ/mol
Charge   +1
Molar mass   632.439 g/mol
Kohn-Sham gap   3.39 eV

Element x y z (Å)
Ga 3.284449 0.603536 -0.848067
C -1.948370 -1.858943 2.340476
C -1.483269 -2.815640 1.393260
C 0.217039 -2.361438 2.864926
C -0.937832 -1.664127 3.303038
C -0.146518 -3.138707 1.731256
C -3.287806 -1.253745 2.419008
H -3.794877 -1.306266 1.454220
H -3.190480 -0.190298 2.675698
H -3.949339 -1.716999 3.170728
C -1.098256 -0.852605 4.519209
H -1.077203 0.219096 4.269514
H -0.307007 -1.043464 5.247667
H -2.067325 -1.078399 4.981635
C 1.546208 -2.340410 3.506463
H 1.699762 -3.212284 4.165493
H 1.672291 -1.430766 4.109610
H 2.347889 -2.351221 2.755158
C 0.655074 -4.190498 1.086303
H 0.407842 -5.172741 1.515345
H 1.728456 -4.030035 1.204014
H 0.443884 -4.228394 0.015544
C -2.249717 -3.368307 0.270922
H -2.001915 -4.418927 0.074733
H -2.025625 -2.805060 -0.644922
H -3.330392 -3.275270 0.447194
C -2.418109 1.116427 -0.492198
C -3.530246 0.365958 -0.436274
C -4.076103 -0.602698 -1.430041
C -3.292539 -0.805013 -2.751176
C -2.020268 -1.539309 -2.593682
C -0.808638 -0.956122 -2.687494
C -0.358049 0.114003 -1.708418
C -1.383179 1.285451 -1.576219
H -5.075387 -0.270680 -1.740641
H -3.124305 0.151601 -3.247468
H -4.212673 -1.586896 -0.947215
H -1.853247 1.496397 -2.542369
H -1.976548 1.527884 0.430167
H -4.090710 0.373552 0.510501
H -0.760914 2.165591 -1.294702
H -0.146342 -0.363371 -0.731178
H 0.028765 -1.473640 -3.166388
H 0.585658 0.596802 -2.018205
H -3.936898 -1.403630 -3.411571
H -2.129177 -2.628777 -2.646934
P -0.198286 0.788559 -4.667635
C -0.347613 2.448980 -5.446563
C -1.307984 -0.104744 -5.851832
P 2.245460 -1.085730 -4.466541
C 1.432899 0.356027 -5.305059
C 1.341239 -2.454544 -5.395336
C 3.736608 -1.019112 -5.550252
H 0.545167 3.038757 -5.209648
H -1.253370 2.957793 -5.090511
H -0.418139 2.330114 -6.532619
H -1.086237 0.279787 -6.855024
H -2.352620 0.154864 -5.626977
H -1.152613 -1.191834 -5.807451
H 3.466833 -0.760431 -6.584914
H 4.237352 -1.995144 -5.514822
H 4.406049 -0.250966 -5.142431
H 2.075895 1.235664 -5.153589
H 1.312268 0.161080 -6.378651
H 2.087880 -3.248812 -5.555773
H 0.956808 -2.135415 -6.377265
H 0.504390 -2.850362 -4.795789
C 0.456252 4.606861 4.624748
C 0.378756 3.529568 3.573695
C 1.529284 2.456506 3.537545
C 1.602847 1.693658 4.931729
C 2.063817 2.589067 6.084602
C 2.884081 3.076376 3.198158
O 3.107721 4.264662 3.059662
N 3.843473 2.036767 3.017306
C 3.596270 1.436844 1.769839
O 4.513233 1.103688 0.947601
N 2.323729 1.322162 1.400579
C 1.301787 1.496806 2.325565
O 0.215001 0.934411 2.177461
H 0.286449 4.205623 5.620641
H -0.314690 5.356298 4.437466
H 1.435897 5.085254 4.601799
H -0.568508 2.980608 3.690702
H 0.329316 3.990947 2.578109
H 0.604468 1.251270 5.121370
H 2.304249 0.854890 4.772434
H 1.214911 3.100885 6.556530
H 2.546008 1.987307 6.863113
H 2.796552 3.334061 5.724758
H 4.789057 2.369317 3.146306

Cartesian forces, eV/Å:
Ga 0.0560 0.2690 0.8940
C -2.3555 -3.4627 -4.8818
C -2.9693 2.4336 1.3883
C -1.0942 1.6945 2.0173
C 5.9129 -0.5222 1.5341
C 0.2751 -0.1232 0.6515
C -0.2140 0.2612 -0.3778
H 0.0898 -0.1557 0.2628
H -0.0545 -0.1490 0.0635
H 0.3913 0.0069 -0.0177
C 0.0613 -0.2980 0.2679
H -0.1139 -0.1967 -0.1843
H -0.0958 0.0234 -0.1497
H 0.0900 0.1570 -0.0371
C 0.6508 -0.1523 0.4551
H 0.0553 0.2807 -0.1692
H 0.0056 -0.2824 -0.1852
H -0.1418 0.0512 0.2014
C 0.3430 0.5679 -0.2881
H -0.1180 0.1617 0.0157
H -0.1099 -0.0416 0.2517
H -0.2143 -0.1285 0.0487
C -0.4306 -0.1261 -0.7252
H -0.1618 0.1497 0.1064
H -0.0426 -0.1465 0.1423
H 0.3376 -0.1992 -0.0586
C 0.6313 -0.7397 0.7082
C 0.7030 0.3352 0.5253
C -0.6418 0.2891 -1.0764
C -1.0170 0.2892 1.4815
C 0.5893 -0.5046 -1.2861
C 1.0041 -0.7088 1.7030
C -0.5145 1.1764 -0.7354
C 0.4779 0.2172 0.3325
H -0.0960 -0.1058 0.3055
H -0.1158 -0.0953 0.0771
H -0.0170 0.3076 -0.0781
H 0.3934 -0.0190 0.1905
H -1.0311 0.1231 -0.0680
H 0.2950 0.2054 -0.4774
H -0.6612 -0.3427 -0.2863
H -0.3347 0.1885 -0.2606
H -0.1221 -0.6062 0.8621
H -0.2605 -0.4712 -0.1916
H 0.1911 0.1833 0.0918
H 0.2604 0.2160 -1.0801
P -0.9799 0.6166 -0.3528
C -0.1015 0.0608 -0.0867
C 0.1849 0.1721 0.0072
P -0.2968 -0.1650 -1.3167
C 0.2288 -0.0823 -0.0366
C 0.2251 -0.0201 0.3633
C 0.1665 -0.1526 0.2387
H -0.3056 0.0514 0.0361
H 0.3035 -0.0203 -0.0743
H 0.0754 0.1976 0.0502
H -0.0579 -0.3274 0.0233
H 0.2689 -0.2595 0.0105
H -0.2341 0.3606 0.0079
H 0.1429 -0.1739 0.3015
H 0.0653 0.3045 -0.0973
H -0.0008 -0.2021 -0.2217
H -0.0797 -0.2136 -0.0861
H 0.4453 0.0496 0.0209
H -0.4096 0.0947 0.0881
H 0.2301 -0.0155 0.3418
H 0.3356 0.0558 -0.2904
C 0.1550 0.3046 0.2318
C -0.0114 -0.9669 -0.9461
C -0.3668 0.6369 0.2459
C 0.0433 -0.2865 -1.2994
C 0.1681 -0.2008 0.2312
C -0.9572 1.4800 0.6892
O 0.2234 -1.8827 0.3736
N 0.8586 0.1996 -0.7896
C 0.2170 0.4788 -0.5165
O -0.8202 0.1713 0.9438
N -0.5353 -0.7866 -0.1324
C -0.8315 -0.6278 -0.0003
O 0.8478 0.5624 0.2171
H -0.1721 0.2951 -0.1951
H 0.0950 -0.0001 -0.0520
H -0.1792 0.1440 0.1111
H 0.2850 -0.0073 -0.1248
H 0.0539 -0.0398 0.1508
H 0.5406 0.3353 -0.0948
H -0.2178 0.2713 0.2909
H 0.6207 -0.2339 -0.1084
H -0.0199 0.0804 -0.1758
H -0.3638 -0.2259 0.3557
H 0.2743 -0.0432 -0.2963

In the Mulliken picture, each atom carries the following charge in e: 0.524, 1.090, 0.446, 0.826, 0.844, 0.541, -1.683, 0.312, 0.343, 0.408, -1.363, 0.082, 0.531, 0.455, -1.730, 0.391, 0.070, 0.465, -1.543, 0.350, 0.401, 0.379, -1.322, 0.547, -0.116, 0.446, -0.709, -0.454, -0.981, -0.732, -1.282, -0.210, 1.187, -0.793, 0.544, 0.225, 0.159, 0.430, -0.017, 1.007, 0.520, 0.065, -0.318, -0.402, 0.496, 0.981, 1.005, -1.467, -1.524, 0.424, -1.379, -1.104, -1.182, 0.389, 0.369, 0.403, 0.542, 0.364, 0.269, 0.347, 0.407, 0.335, 0.504, 0.612, 0.453, 0.271, 0.230, -1.346, -0.745, 2.355, -0.324, -1.321, -0.384, -0.562, -0.067, 0.524, -0.710, -0.184, -1.031, -0.384, 0.278, 0.417, 0.291, 0.209, 0.546, -0.007, 0.338, 0.400, 0.367, 0.285, 0.377

---

2.
Density functional theory data (wB97M-V/def2-TZVPD) for a structure of composition C31H52N7O2PSc.

Properties
ΔE to the lowest compared entry with this formula, charge and spin   8.58 kJ/mol
Charge   +3
Molar mass   630.734 g/mol
Kohn-Sham gap   7.59 eV

Element x y z (Å)
Sc 0.557592 0.003797 1.054377
C 1.372120 -1.938396 2.435486
C 2.469327 -1.572399 1.607201
C 2.810581 -0.232897 1.906206
C 1.936077 0.224459 2.922102
C 1.047543 -0.833233 3.245115
C 0.134678 -0.878802 4.435789
C 2.101193 1.492365 3.709275
C 4.067762 0.473816 1.489459
C 3.290006 -2.534505 0.797681
C 0.845434 -3.326591 2.636416
H -0.740637 -1.508027 4.269242
H -0.208396 0.109694 4.741355
H 0.680355 -1.298401 5.284162
H 1.146840 1.916502 4.031118
H 2.641389 2.253369 3.146081
H 2.680109 1.296822 4.614524
H 3.924212 1.538617 1.317713
H 4.507144 0.041537 0.590467
H 4.816105 0.385195 2.279028
H 2.770691 -2.942786 -0.073456
H 3.568768 -3.386703 1.418974
H 4.219776 -2.078844 0.456652
H -0.243291 -3.360505 2.712586
H 1.242902 -3.727219 3.571505
H 1.160258 -4.005293 1.842910
C -5.655993 -4.178554 -1.791464
C -6.290988 -2.852500 -1.399707
N -5.322112 -1.863397 -0.881036
C -4.913416 -0.762133 -1.751868
C -3.905113 -1.158671 -2.824395
C -4.909194 -2.029085 0.389555
O -5.282514 -2.923818 1.129314
C -3.907707 -1.068905 1.004142
C -4.282937 -0.406926 2.171884
C -3.349047 0.349127 2.862203
C -2.053941 0.365078 2.394913
N -1.668539 -0.297632 1.295144
C -2.598062 -0.979368 0.603181
H -6.418697 -4.842197 -2.200998
H -5.217873 -4.665650 -0.920815
H -4.884621 -4.045332 -2.554353
H -7.042359 -3.011082 -0.630879
H -6.777876 -2.387588 -2.255456
H -4.535758 0.054349 -1.139416
H -5.812471 -0.383159 -2.236257
H -3.013550 -1.618960 -2.384928
H -3.605934 -0.282430 -3.406796
H -4.335150 -1.883735 -3.517589
H -5.299229 -0.507468 2.534911
H -3.609920 0.879234 3.770876
H -1.278568 0.889653 2.936092
H -2.257163 -1.502194 -0.279762
N 0.063686 -3.043954 -0.486466
C 0.274310 -1.960051 -0.163784
H -0.098992 -4.014346 -0.703815
C 0.407079 5.510517 2.109234
N 0.041553 4.094451 1.893704
C -1.176442 3.599285 2.551930
C 0.792257 3.275207 1.204968
C 2.031906 3.780957 0.531335
O 0.439578 2.056220 1.036061
H -0.504902 6.093817 2.180661
H 0.987485 5.895507 1.279475
H 0.972193 5.622381 3.034475
H -1.793413 4.448903 2.822659
H -0.923563 3.054521 3.460267
H -1.732225 2.953730 1.879881
H 2.691679 4.293313 1.231569
H 1.772299 4.492520 -0.257006
H 2.557255 2.939663 0.096479
C 3.807197 1.451139 -4.045226
N 3.828888 -0.036158 -3.622352
C 2.803663 -0.795568 -4.496126
N 1.514340 -0.203626 -4.372320
C 1.554259 1.208514 -4.766353
N 2.488911 1.974238 -3.932854
C 2.032224 2.115670 -2.548719
P 1.855702 0.466054 -1.699636
C 3.532817 -0.195723 -2.151891
C 0.910778 -0.400838 -3.053991
H 4.155532 1.472721 -5.075941
H 4.514979 1.972163 -3.404771
H 4.759721 -0.411941 -3.811333
H 2.816765 -1.832969 -4.168646
H 3.173707 -0.725747 -5.516281
H 0.557997 1.636222 -4.680248
H 1.867595 1.277383 -5.806785
H 1.071207 2.628739 -2.530606
H 2.737779 2.730887 -1.990556
H 3.592096 -1.253308 -1.901047
H 4.303346 0.328252 -1.592518
H -0.116062 -0.031729 -3.065202
H 0.865010 -1.465241 -2.826690

Cartesian forces, eV/Å:
Sc 0.3050 0.0188 -0.3510
C -0.0352 -0.1749 0.0161
C 0.0522 -0.0213 -0.0259
C 0.3860 0.0626 0.2048
C 0.2189 0.2631 0.4314
C -0.0827 0.0330 0.4138
C -0.0651 0.0030 -0.0644
C -0.0846 0.0115 -0.0425
C -0.0537 -0.0055 -0.1325
C -0.0409 0.0386 -0.1063
C -0.0794 -0.0025 -0.1085
H 0.0234 0.0113 -0.0091
H 0.0299 -0.0031 0.0121
H -0.0165 -0.0095 0.0046
H 0.0359 -0.0304 -0.0237
H 0.0051 0.0173 -0.0189
H -0.0021 0.0025 -0.0034
H -0.0480 0.0967 -0.0146
H -0.0125 0.0009 0.0326
H 0.0249 -0.0071 0.0074
H -0.0071 -0.0009 0.0206
H 0.0193 -0.0017 -0.0063
H -0.0326 -0.0081 0.0133
H 0.0184 0.0095 -0.0098
H -0.0161 -0.0113 0.0040
H -0.0167 0.0430 0.0298
C 0.0381 0.0203 -0.0031
C 0.1478 0.0836 -0.0630
N 0.1304 -0.0531 -0.0719
C -0.1259 -0.1150 0.0603
C 0.0080 -0.0754 -0.0285
C 0.0374 -0.1225 0.0265
O 0.0018 0.1094 -0.1164
C -0.4072 0.0709 0.1300
C -0.0754 0.0529 0.0337
C -0.1974 -0.0407 0.1032
C -0.0244 -0.2020 -0.0334
N 0.1133 0.1690 0.0887
C 0.3050 -0.0572 -0.0877
H 0.0346 0.0251 0.0307
H -0.0096 0.0096 -0.0134
H -0.0488 -0.0017 0.0355
H -0.0515 -0.0146 0.0563
H -0.0266 0.0106 -0.0232
H 0.0714 0.0111 0.0632
H -0.0552 0.0606 -0.0034
H -0.0289 0.0495 -0.0229
H -0.0375 -0.0646 0.0554
H 0.0258 0.0406 0.0422
H 0.0390 0.0086 -0.0036
H 0.0041 -0.0481 -0.0883
H 0.0240 0.0541 0.0200
H -0.0213 0.0151 -0.0271
N -0.0142 -0.3840 -0.2330
C -0.2500 -0.1124 -0.1377
H -0.0336 0.0594 0.0108
C -0.0730 -0.1838 0.0717
N -0.1145 0.2327 0.2011
C 0.1314 0.1996 -0.0662
C -0.2260 -0.2014 -0.3534
C 0.0248 0.0638 0.0995
O 0.0716 0.1656 0.1086
H -0.0471 -0.0025 0.0063
H 0.0200 -0.0159 -0.0322
H -0.0101 -0.0236 0.0069
H -0.0068 0.0481 -0.0013
H 0.0482 -0.0135 0.0473
H 0.0162 0.0121 -0.0712
H -0.0043 -0.0085 -0.0041
H 0.0062 -0.0310 0.0473
H 0.0517 -0.0707 0.0515
C -0.1897 -0.1156 0.1014
N -0.0780 0.0068 0.1120
C -0.0688 0.1828 0.1734
N 0.1006 0.0275 0.0454
C 0.0696 -0.0267 0.1265
N -0.0378 -0.0926 0.0070
C 0.1243 -0.1852 -0.1110
P -0.1138 -0.0352 -0.0542
C -0.0788 0.0372 -0.2417
C 0.1822 0.1182 -0.0565
H -0.0196 0.0180 -0.0539
H 0.0212 0.0518 0.0393
H 0.0372 -0.0278 -0.0112
H -0.0357 -0.0414 0.0160
H -0.0080 0.0195 -0.0768
H -0.0169 0.0107 0.0124
H 0.0321 0.0025 -0.0290
H -0.0562 0.0307 -0.0395
H 0.0387 0.0254 -0.0913
H 0.0334 -0.0882 -0.0087
H 0.0950 0.0645 0.0201
H -0.0199 0.0246 -0.0318
H 0.0013 -0.0738 -0.0332

In the Mulliken picture, each atom carries the following charge in e: -0.239, 0.798, 1.025, 1.203, 0.460, 0.313, -1.462, -1.548, -1.660, -1.720, -1.871, 0.337, 0.320, 0.477, 0.280, 0.322, 0.395, 0.243, 0.313, 0.413, 0.207, 0.422, 0.482, 0.371, 0.354, 0.489, -1.024, -0.755, 0.158, -0.777, -0.913, 0.344, -0.592, 0.106, -0.657, -1.662, -0.209, 0.645, -0.167, 0.395, 0.302, 0.251, 0.411, 0.398, 0.364, 0.459, 0.174, 0.374, 0.369, 0.619, 0.556, 0.791, 0.191, -0.122, 0.180, 0.325, -1.016, 0.138, -0.803, 0.756, -1.210, -0.312, 0.343, 0.411, 0.351, 0.461, 0.187, 0.306, 0.618, 0.525, -0.383, -0.814, 0.124, -0.795, 0.223, -0.886, 0.204, -1.267, 1.939, -1.544, -1.340, 0.349, 0.382, 0.367, 0.369, 0.356, 0.382, 0.333, 0.459, 0.469, 0.559, 0.503, 0.555, 0.449